{"formula": "C78H211N13O34", "method": "ωB97M-V/def2-TZVPD", "energy_ev": -173273.2000, "homo_lumo_gap_ha": 0.315, "species": ["C", "O", "C", "C", "N", "C", "C", "O", "C", "H", "H", "H", "H", "H", "H", "H", "H", "H", "H", "H", "H", "H", "H", "H", "C", "O", "C", "C", "N", "C", "C", "O", "C", "H", "H", "H", "H", "H", "H", "H", "H", "H", "H", "H", "H", "H", "H", "H", "C", "O", "C", "C", "N", "C", "C", "O", "C", "H", "H", "H", "H", "H", "H", "H", "H", "H", "H", "H", "H", "H", "H", "H", "C", "O", "C", "C", "N", "C", "C", "O", "C", "H", "H", "H", "H", "H", "H", "H", "H", "H", "H", "H", "H", "H", "H", "H", "C", "O", "C", "C", "N", "C", "C", "O", "C", "H", "H", "H", "H", "H", "H", "H", "H", "H", "H", "H", "H", "H", "H", "H", "C", "O", "C", "C", "N", "C", "C", "O", "C", "H", "H", "H", "H", "H", "H", "H", "H", "H", "H", "H", "H", "H", "H", "H", "C", "O", "C", "C", "N", "C", "C", "O", "C", "H", "H", "H", "H", "H", "H", "H", "H", "H", "H", "H", "H", "H", "H", "H", "C", "O", "C", "C", "N", "C", "C", "O", "C", "H", "H", "H", "H", "H", "H", "H", "H", "H", "H", "H", "H", "H", "H", "H", "C", "O", "C", "C", "N", "C", "C", "O", "C", "H", "H", "H", "H", "H", "H", "H", "H", "H", "H", "H", "H", "H", "H", "H", "C", "O", "C", "C", "N", "C", "C", "O", "C", "H", "H", "H", "H", "H", "H", "H", "H", "H", "H", "H", "H", "H", "H", "H", "C", "O", "C", "C", "N", "C", "C", "O", "C", "H", "H", "H", "H", "H", "H", "H", "H", "H", "H", "H", "H", "H", "H", "H", "C", "O", "C", "C", "N", "C", "C", "O", "C", "H", "H", "H", "H", "H", "H", "H", "H", "H", "H", "H", "H", "H", "H", "H", "C", "O", "C", "C", "N", "C", "C", "O", "C", "H", "H", "H", "H", "H", "H", "H", "H", "H", "H", "H", "H", "H", "H", "H", "O", "H", "H", "O", "H", "H", "O", "H", "H", "O", "H", "H", "O", "H", "H", "O", "H", "H", "O", "H", "H", "O", "H", "H"], "xyz": [[2.512, 0.870, -5.679], [1.659, 2.029, -5.538], [1.194, 2.156, -4.224], [2.334, 2.896, -3.424], [1.976, 3.096, -2.001], [3.142, 3.363, -1.069], [3.672, 4.801, -1.155], [4.553, 4.873, -2.320], [5.622, 5.791, -2.214], [2.066, -0.039, -5.275], [3.400, 0.999, -5.061], [2.893, 0.746, -6.693], [1.023, 1.157, -3.822], [0.254, 2.706, -4.246], [2.570, 3.819, -3.954], [3.240, 2.293, -3.354], [1.521, 2.229, -1.754], [3.848, 2.541, -1.184], [2.813, 3.194, -0.044], [4.284, 4.954, -0.266], [2.866, 5.508, -1.352], [6.164, 5.881, -3.155], [6.282, 5.557, -1.378], [5.219, 6.801, -2.128], [0.690, -2.310, -7.240], [1.343, -2.446, -6.023], [1.695, -3.822, -5.676], [1.939, -4.060, -4.128], [2.881, -3.125, -3.536], [4.224, -3.447, -4.007], [5.180, -2.430, -3.395], [5.234, -1.214, -4.196], [6.122, -0.277, -3.704], [1.330, -2.568, -8.083], [0.273, -1.323, -7.439], [-0.167, -2.982, -7.209], [2.555, -4.057, -6.303], [0.946, -4.539, -6.011], [2.101, -5.124, -3.953], [1.043, -4.015, -3.509], [2.594, -2.232, -3.908], [4.342, -3.499, -5.090], [4.321, -4.472, -3.648], [6.193, -2.822, -3.302], [4.870, -2.152, -2.387], [5.817, 0.142, -2.745], [6.162, 0.623, -4.317], [7.128, -0.676, -3.576], [0.081, 6.571, 0.794], [-0.909, 5.673, 0.259], [-1.780, 4.973, 1.191], [-2.681, 3.926, 0.382], [-3.894, 4.597, -0.197], [-4.759, 3.623, -0.821], [-4.211, 3.188, -2.176], [-3.801, 4.332, -2.942], [-3.359, 4.056, -4.279], [0.932, 6.572, 0.112], [0.461, 6.335, 1.788], [-0.310, 7.589, 0.795], [-2.313, 5.704, 1.799], [-1.144, 4.376, 1.843], [-3.057, 3.121, 1.013], [-2.121, 3.493, -0.447], [-3.490, 5.113, -0.966], [-5.796, 3.932, -0.947], [-5.017, 2.845, -0.103], [-4.998, 2.603, -2.651], [-3.395, 2.488, -2.001], [-2.740, 3.171, -4.134], [-2.815, 4.833, -4.815], [-4.162, 3.716, -4.933], [-5.206, -3.109, -0.206], [-4.934, -4.458, 0.198], [-3.583, -4.802, 0.503], [-2.669, -4.949, -0.681], [-1.532, -5.808, -0.264], [-0.471, -5.799, -1.273], [-0.694, -6.757, -2.501], [0.107, -6.379, -3.634], [0.051, -7.224, -4.806], [-6.268, -3.143, -0.451], [-4.619, -2.792, -1.068], [-5.164, -2.417, 0.635], [-3.666, -5.731, 1.066], [-3.209, -4.103, 1.250], [-2.383, -3.929, -0.939], [-3.261, -5.392, -1.481], [-1.148, -5.416, 0.584], [0.487, -6.053, -0.818], [-0.331, -4.799, -1.684], [-1.722, -6.649, -2.848], [-0.601, -7.822, -2.289], [0.809, -6.904, -5.521], [-0.953, -7.287, -5.225], [0.326, -8.260, -4.606], [0.838, 0.343, 3.447], [0.494, 0.271, 2.053], [0.897, 1.374, 1.248], [0.019, 1.348, 0.019], [0.420, 0.443, -1.044], [0.525, -0.982, -0.720], [-0.828, -1.654, -0.550], [-1.746, -1.489, -1.565], [-1.451, -1.835, -2.920], [0.201, 1.064, 3.959], [1.859, 0.716, 3.527], [0.803, -0.655, 3.884], [1.973, 1.331, 1.076], [0.863, 2.314, 1.799], [-0.100, 2.368, -0.348], [-0.997, 1.052, 0.284], [-0.329, 0.532, -1.715], [1.203, -1.124, 0.122], [0.999, -1.488, -1.561], [-1.236, -1.434, 0.436], [-0.601, -2.717, -0.469], [-0.576, -1.364, -3.369], [-2.317, -1.643, -3.554], [-1.379, -2.922, -2.924], [1.098, -5.048, 8.242], [1.052, -3.828, 8.952], [1.664, -2.701, 8.230], [0.959, -2.444, 6.880], [-0.448, -2.304, 7.054], [-1.239, -2.779, 5.870], [-2.692, -3.027, 6.135], [-2.920, -4.084, 7.015], [-3.161, -3.673, 8.356], [0.507, -5.766, 8.811], [2.093, -5.492, 8.287], [0.713, -5.053, 7.223], [2.716, -2.897, 8.023], [1.621, -1.850, 8.909], [1.141, -3.311, 6.245], [1.392, -1.630, 6.300], [-0.766, -2.898, 7.806], [-0.790, -3.689, 5.471], [-1.162, -2.030, 5.082], [-3.049, -3.382, 5.169], [-3.183, -2.089, 6.396], [-3.399, -4.555, 8.951], [-3.990, -2.969, 8.421], [-2.291, -3.136, 8.734], [-2.310, -5.254, -6.457], [-2.822, -4.071, -7.090], [-4.189, -4.209, -7.574], [-4.533, -2.877, -8.193], [-4.422, -1.795, -7.214], [-4.219, -0.452, -7.767], [-2.762, 0.000, -7.533], [-2.576, 0.017, -6.129], [-1.391, 0.638, -5.605], [-1.254, -5.095, -6.239], [-2.334, -6.002, -7.249], [-2.873, -5.536, -5.567], [-4.869, -4.351, -6.734], [-4.199, -4.949, -8.375], [-5.544, -2.877, -8.601], [-3.836, -2.731, -9.018], [-3.559, -1.984, -6.725], [-4.972, 0.274, -7.459], [-4.378, -0.472, -8.845], [-2.567, 0.973, -7.983], [-2.069, -0.673, -8.039], [-1.500, 1.685, -5.888], [-0.391, 0.348, -5.929], [-1.452, 0.600, -4.517], [13.362, 5.260, -4.688], [12.419, 4.133, -4.822], [11.496, 4.319, -5.909], [10.342, 3.322, -5.737], [9.690, 3.516, -4.461], [8.992, 2.379, -3.997], [8.197, 2.761, -2.740], [7.514, 1.671, -2.084], [6.791, 2.115, -0.923], [13.918, 5.650, -5.541], [14.145, 4.996, -3.977], [12.867, 6.155, -4.311], [11.971, 4.152, -6.876], [11.197, 5.366, -5.877], [10.768, 2.320, -5.687], [9.567, 3.418, -6.497], [10.467, 3.734, -3.854], [9.659, 1.530, -3.851], [8.321, 2.010, -4.773], [7.359, 3.386, -3.048], [8.804, 3.351, -2.053], [7.385, 2.574, -0.133], [6.326, 1.206, -0.541], [5.997, 2.814, -1.186], [-2.937, 0.573, 8.601], [-3.172, 1.138, 7.314], [-2.168, 1.123, 6.258], [-0.768, 1.713, 6.731], [-0.799, 3.177, 6.971], [0.523, 3.666, 7.454], [0.645, 5.159, 7.223], [1.615, 5.735, 8.060], [1.794, 7.115, 7.755], [-2.221, 1.285, 9.011], [-2.492, -0.417, 8.501], [-3.733, 0.477, 9.339], [-2.504, 1.655, 5.368], [-2.233, 0.084, 5.934], [-0.114, 1.467, 5.894], [-0.382, 1.329, 7.675], [-1.460, 3.290, 7.726], [1.323, 3.151, 6.922], [0.644, 3.548, 8.531], [-0.246, 5.746, 7.446], [0.809, 5.286, 6.153], [2.289, 7.556, 8.620], [0.858, 7.655, 7.610], [2.401, 7.241, 6.858], [-5.360, -4.463, -3.772], [-5.715, -3.079, -4.216], [-7.084, -2.910, -4.101], [-7.813, -3.421, -5.413], [-7.701, -2.380, -6.479], [-8.351, -2.795, -7.700], [-8.426, -1.544, -8.580], [-9.106, -1.794, -9.826], [-9.455, -0.580, -10.584], [-5.551, -4.690, -2.723], [-4.279, -4.586, -3.840], [-5.829, -5.196, -4.428], [-7.289, -1.854, -3.920], [-7.487, -3.330, -3.180], [-8.887, -3.516, -5.252], [-7.383, -4.319, -5.855], [-6.725, -2.173, -6.636], [-9.367, -3.181, -7.615], [-7.748, -3.553, -8.201], [-7.417, -1.330, -8.931], [-8.896, -0.729, -8.029], [-9.687, 0.254, -9.921], [-10.427, -0.860, -10.989], [-8.669, -0.253, -11.264], [-3.015, -0.138, 2.183], [-3.986, -0.081, 3.218], [-5.171, 0.584, 2.810], [-6.137, 0.623, 3.994], [-5.446, 1.418, 5.000], [-6.205, 1.645, 6.245], [-6.634, 0.350, 6.987], [-7.281, 0.743, 8.231], [-8.592, 1.308, 7.994], [-2.593, 0.818, 1.873], [-3.310, -0.797, 1.366], [-2.192, -0.696, 2.631], [-5.582, 0.002, 1.985], [-5.045, 1.605, 2.451], [-6.237, -0.419, 4.300], [-7.143, 1.000, 3.813], [-4.592, 0.960, 5.286], [-7.048, 2.316, 6.079], [-5.517, 2.155, 6.920], [-5.731, -0.197, 7.257], [-7.164, -0.318, 6.309], [-8.996, 1.438, 8.997], [-9.195, 0.675, 7.343], [-8.426, 2.239, 7.452], [6.521, -0.384, 2.030], [5.301, -0.831, 2.657], [4.835, -2.098, 2.222], [3.419, -2.227, 2.749], [2.862, -3.527, 2.314], [1.529, -3.689, 2.914], [0.749, -4.655, 2.034], [-0.637, -4.778, 2.313], [-1.019, -5.594, 3.364], [6.159, -0.340, 1.003], [7.396, -1.034, 2.024], [6.689, 0.646, 2.344], [5.506, -2.901, 2.528], [4.817, -2.134, 1.133], [2.802, -1.406, 2.384], [3.470, -2.265, 3.837], [2.960, -3.596, 1.311], [0.931, -2.795, 3.087], [1.606, -4.059, 3.936], [1.214, -5.639, 2.087], [0.845, -4.277, 1.016], [-0.272, -5.627, 4.157], [-1.345, -6.551, 2.957], [-1.939, -5.154, 3.749], [2.565, 0.881, 7.340], [3.034, 1.187, 6.064], [4.427, 1.375, 6.014], [4.761, 1.747, 4.614], [4.726, 3.147, 4.317], [3.347, 3.584, 4.091], [3.057, 4.791, 3.172], [3.707, 5.976, 3.585], [3.473, 7.024, 2.719], [2.673, 1.736, 8.008], [3.210, 0.064, 7.663], [1.513, 0.597, 7.359], [4.921, 0.463, 6.347], [4.685, 2.090, 6.795], [4.304, 1.170, 3.809], [5.804, 1.457, 4.488], [4.977, 3.723, 5.108], [2.921, 3.913, 5.039], [2.650, 2.853, 3.682], [2.015, 5.108, 3.137], [3.331, 4.572, 2.140], [3.679, 6.813, 1.670], [4.079, 7.870, 3.043], [2.457, 7.415, 2.657], [4.328, -4.352, 4.968], [4.163, -3.964, 4.109], [3.749, -5.114, 5.002], [-4.314, -0.325, -4.221], [-3.605, -0.393, -4.859], [-4.863, -1.091, -4.389], [6.560, 3.751, 2.162], [7.016, 4.314, 2.788], [5.903, 3.293, 2.687], [2.843, -3.467, -0.755], [3.151, -3.239, -1.632], [2.812, -4.424, -0.752], [-4.179, -0.025, -1.556], [-4.378, 0.096, -2.485], [-3.306, -0.416, -1.547], [-3.529, 3.560, 3.933], [-4.169, 3.790, 3.261], [-3.928, 2.829, 4.405], [0.343, 5.054, -2.450], [0.050, 5.326, -1.580], [0.845, 4.254, -2.295], [-1.134, 4.789, 4.449], [-1.808, 4.264, 4.017], [-0.987, 4.350, 5.287]], "mulliken_charge": [-0.17, -0.58, 0.37, -0.96, 1.31, 0.64, -0.75, -0.31, -0.86, -0.07, -0.04, 0.48, -0.09, 0.39, 0.23, 0.39, -0.52, 0.36, -1.08, 0.49, 0.47, 0.26, 0.30, 0.33, -0.39, 0.01, -0.71, -0.38, 0.75, -0.68, -0.59, -0.37, -0.81, 0.32, 0.16, -0.11, 0.31, 0.18, 0.74, -0.84, -0.28, 0.44, 0.47, 0.62, 0.03, 0.26, 0.22, 0.46, -0.47, -0.37, 0.07, 0.63, -0.45, -0.59, 0.31, -0.53, -0.44, 0.14, 0.17, 0.26, 0.63, -0.47, -0.81, 0.40, 0.52, 0.33, -0.08, 0.54, -0.18, -0.08, 0.37, 0.32, -0.07, -0.51, -0.87, 1.04, -0.22, 0.43, -0.84, -0.05, -0.96, 0.35, 0.04, 0.00, 0.32, 0.26, -0.71, 0.25, 0.17, 0.45, -0.54, 0.26, 0.34, 0.27, 0.33, 0.35, 0.16, 0.44, -1.48, -0.12, 0.08, -0.54, 1.30, 2.11, -0.11, 0.19, -0.14, -0.51, 0.31, 0.65, 0.68, -0.39, -0.49, -0.14, -0.42, -0.38, -0.82, 0.28, -0.52, -0.28, -0.47, -0.41, -0.94, 0.29, 0.56, 0.40, -0.29, -0.45, -0.64, 0.27, 0.33, 0.06, 0.52, 0.25, -0.07, -0.38, 0.12, 0.13, -0.28, 0.29, -0.10, 0.24, 0.26, 0.28, 0.01, -0.21, -0.58, -0.98, 1.00, -1.06, -0.84, -0.42, -0.83, -0.59, 0.42, 0.31, 0.10, 0.47, 0.43, 0.55, -0.24, 0.31, 0.57, 0.55, 0.14, 0.60, 0.30, -0.27, -0.81, -0.36, -0.62, -0.56, -0.31, -0.88, -0.34, -0.36, 0.25, 0.32, 0.27, 0.33, 0.39, 0.38, 0.34, 0.36, 0.28, 0.48, 0.41, 0.14, 0.30, 0.51, -0.36, -0.11, -0.84, -0.11, 0.78, -0.05, -0.12, 0.89, -0.71, -0.47, -0.72, 0.29, 0.21, 0.31, -0.60, 0.22, -0.56, 0.60, 0.27, -1.13, 0.43, 0.63, 0.18, 0.28, 0.33, 0.21, -0.65, -0.24, -0.96, -0.50, -0.26, -0.69, -0.29, -0.39, -0.74, 0.42, -0.19, 0.45, 0.51, 0.38, 0.42, 0.26, 0.06, 0.50, 0.24, 0.16, 0.41, 0.32, 0.28, 0.26, 0.72, -0.08, -0.17, -1.02, 0.29, -0.96, 0.13, -0.41, -0.70, -0.02, -0.28, -0.29, 0.56, -0.33, 0.32, 0.45, -0.27, 0.71, 0.11, -0.16, 0.37, 0.27, 0.29, 0.31, -0.48, -0.07, -0.53, -0.23, 0.14, 1.25, -0.31, 0.05, -0.85, 0.00, 0.34, 0.18, 0.27, 0.10, -0.60, 0.76, 0.40, -0.41, -0.44, 0.37, -0.67, 0.39, 0.33, 0.08, -0.68, 0.48, -1.12, 0.06, -0.18, 0.27, 0.24, -0.60, -0.64, 0.40, 0.49, -0.45, 0.50, 0.36, -0.06, 0.30, 0.42, 0.35, -0.58, 0.19, -0.31, 0.15, 0.37, 0.31, -0.70, 0.44, 0.31, -0.37, 0.08, 0.29, -0.66, 0.24, 0.33, -0.51, 0.05, 0.19, -0.30, 0.24, 0.10, -0.83, 0.28, 0.24, -0.86, 0.29, 0.37, -0.57, 0.22, 0.46]}